The following is a quantum chemistry calculation of a cluster of 8 separate species, C35H71INO7P in total, from OMol25.

```
! wB97M-V def2-TZVPD RIJCOSX def2/J DEFGRID3
* xyz 0 1
C -0.9317 -0.3921 3.2594
C -0.4032 -0.3931 2.0013
C 0.9205 0.2939 1.7895
P 1.3110 0.5638 -0.0045
C 1.7806 -1.0452 -0.8024
N 0.6777 -1.6109 -1.6247
C 2.8696 1.5996 -0.0112
C 4.2165 0.8660 0.1102
C 4.3251 -0.1459 1.2418
I 4.5572 0.7811 3.1736
H -1.0701 -1.2958 3.8444
H -1.2449 0.5535 3.6978
H -0.9180 -0.8150 1.1373
H 1.6806 -0.2163 2.3774
H 0.8376 1.3004 2.2320
H 2.1572 -1.8106 -0.1130
H 2.6050 -0.8215 -1.4814
H 0.2322 -2.3083 -1.0330
H 1.1390 -2.1858 -2.3273
H 2.7337 2.3577 0.7591
H 2.8694 2.0877 -0.9856
H 4.9900 1.6151 0.2981
H 4.4796 0.3801 -0.8298
H 3.4864 -0.8263 1.3327
H 5.1992 -0.7638 1.0547
C -4.4058 1.8477 -0.4485
C -4.3826 2.3232 0.9986
C -4.1149 1.0270 1.7469
O -3.3311 0.2055 0.8758
C -3.3277 0.7734 -0.4391
H -4.2112 2.6361 -1.1745
H -5.3782 1.4038 -0.6783
H -3.5545 3.0212 1.1470
H -5.3020 2.8125 1.3168
H -5.0472 0.4973 1.9673
H -3.5736 1.1830 2.6819
H -2.3367 1.2023 -0.6247
H -3.5065 -0.0134 -1.1736
C 7.4123 4.2836 2.8783
C 7.5179 5.7376 3.3240
C 7.0896 6.4806 2.0666
O 6.1574 5.6315 1.3906
C 6.1897 4.3269 1.9757
H 7.3073 3.5766 3.6997
H 8.2969 4.0054 2.3000
H 6.8099 5.9310 4.1333
H 8.5117 6.0220 3.6667
H 7.9406 6.6559 1.3990
H 6.6157 7.4391 2.2821
H 5.2669 4.1897 2.5490
H 6.2208 3.5745 1.1856
C 5.3447 6.5276 -3.3625
C 5.5906 6.2114 -1.8913
C 4.2824 5.5466 -1.4961
O 3.7864 4.8878 -2.6682
C 4.5319 5.3204 -3.8088
H 6.2568 6.6613 -3.9431
H 4.7463 7.4376 -3.4529
H 6.4144 5.5003 -1.7939
H 5.8223 7.0837 -1.2837
H 3.5392 6.2868 -1.1809
H 4.4065 4.8185 -0.6947
H 5.1845 4.4980 -4.1234
H 3.8456 5.5488 -4.6253
C -2.4481 -3.6001 -5.0964
C -2.5798 -4.7685 -4.1288
C -1.1349 -5.2232 -3.9888
O -0.3206 -4.0568 -4.1565
C -1.1270 -2.9841 -4.6599
H -3.2784 -2.8962 -5.0530
H -2.3707 -3.9733 -6.1209
H -2.9548 -4.4127 -3.1651
H -3.2414 -5.5551 -4.4822
H -0.8672 -5.9414 -4.7716
H -0.9250 -5.6754 -3.0181
H -1.2744 -2.2619 -3.8500
H -0.6016 -2.4865 -5.4761
C -7.2749 -5.3923 -6.8251
C -7.4051 -6.5580 -5.8525
C -5.9598 -7.0144 -5.7199
O -5.1464 -5.8495 -5.8958
C -5.9515 -4.7770 -6.3958
H -8.1036 -4.6872 -6.7807
H -7.2007 -5.7673 -7.8486
H -7.7757 -6.1994 -4.8893
H -8.0688 -7.3489 -6.1986
H -5.6971 -7.7359 -6.5007
H -5.7454 -7.4622 -4.7486
H -6.0948 -4.0514 -5.5875
H -5.4281 -4.2831 -7.2153
C 5.7122 -1.7026 6.3430
C 6.2542 -2.5214 7.5090
C 6.1526 -1.5292 8.6591
O 5.0359 -0.6840 8.3701
C 4.6177 -0.8931 7.0180
H 5.3438 -2.3047 5.5140
H 6.4890 -1.0354 5.9614
H 5.6039 -3.3796 7.6951
H 7.2676 -2.8900 7.3555
H 7.0489 -0.9025 8.7233
H 5.9997 -2.0138 9.6242
H 3.6711 -1.4441 7.0361
H 4.4479 0.0703 6.5366
C -8.9502 -1.6455 0.9708
C -9.9618 -0.6858 1.5851
C -9.0592 0.2568 2.3675
O -7.8188 0.3167 1.6569
C -7.7857 -0.7152 0.6660
H -9.3173 -2.1674 0.0882
H -8.6504 -2.3932 1.7089
H -10.4829 -0.1384 0.7959
H -10.7086 -1.1733 2.2102
H -8.8592 -0.1279 3.3733
H -9.4734 1.2616 2.4574
H -7.8985 -0.2476 -0.3186
H -6.8192 -1.2201 0.7008
*
```

Output
HOMO energy (eV): -7.349
Structure (SMILES): C=CCP(CN)CCCI.C1CCOC1.C1CCOC1.C1CCOC1.C1CCOC1.C1CCOC1.C1CCOC1.C1CCOC1
Orbital gap (hartree): 0.28792